C16H26O5 | ωB97M-V/def2-TZVPD

```
47
Properties=species:S:1:pos:R:3:mulliken_charge:R:1
C 2.672 5.408 0.270 -1.44
C 2.895 4.009 -0.362 0.73
C 4.049 4.060 -1.377 -1.52
C 1.565 3.555 -1.045 -1.20
C 1.657 2.156 -1.514 -0.32
C 1.272 1.020 -0.852 0.67
C 1.404 -0.290 -1.511 -1.38
C 0.829 -1.255 -0.465 2.07
C 1.887 -2.240 0.023 -1.09
O 2.874 -1.574 0.828 -0.58
C -0.395 -2.013 -1.061 -1.51
O -1.040 -2.762 0.015 -0.20
C -2.187 -3.413 -0.339 0.35
O -2.453 -3.821 -1.470 -0.60
C -3.153 -3.818 0.764 -0.76
C -3.576 -2.619 1.601 0.60
C -4.358 -3.150 2.807 -1.54
C -4.464 -1.569 0.809 -1.34
O 0.416 -0.473 0.675 -0.43
C 0.642 0.819 0.438 0.24
O 0.234 1.738 1.155 -0.66
H 2.152 5.216 1.214 0.35
H 3.617 5.868 0.475 0.41
H 2.049 6.051 -0.393 0.30
H 3.150 3.316 0.464 0.24
H 4.353 3.059 -1.696 0.36
H 4.913 4.531 -0.929 0.44
H 3.767 4.638 -2.272 0.31
H 1.285 4.225 -1.863 0.50
H 0.693 3.607 -0.386 0.46
H 2.065 2.017 -2.512 0.42
H 0.809 -0.327 -2.417 0.44
H 2.439 -0.537 -1.756 0.38
H 1.440 -3.064 0.615 0.31
H 2.370 -2.705 -0.827 0.47
H 2.412 -1.019 1.474 0.38
H -1.100 -1.315 -1.534 0.50
H -0.078 -2.719 -1.822 0.41
H -4.048 -4.207 0.283 0.30
H -2.693 -4.592 1.380 0.43
H -2.678 -2.097 1.934 0.27
H -5.295 -3.581 2.447 0.34
H -4.598 -2.319 3.486 0.38
H -3.773 -3.917 3.303 0.40
H -5.454 -1.954 0.530 0.33
H -3.940 -1.207 -0.063 0.35
H -4.629 -0.737 1.476 0.41
```

Calculated values
2S+1	1
DFT total energy	-27251.0556	eV
LUMO energy	0.1	eV
energy relative to the best compared isomer or geometry (same formula, charge and spin)	15.34	kcal per mole
total charge	0
highest occupied orbital energy	-9.628	eV
SMILES string	CC(C)C/C=C1/C[C@](CO)(COC(=O)CC(C)C)OC1=O